Computed, not measured: a structure of composition C24H15F5N4O6PtS2, with the ωB97M-V functional and the def2-TZVPD basis.

CARTESIAN COORDINATES (ANGSTROEM)
1 Pt -0.726 -0.017 -1.107
2 O 3.740 -0.350 -1.842
3 S 2.572 -0.909 -1.189
4 O 1.979 -2.073 -1.786
5 N 1.415 0.207 -1.014
6 C 1.756 1.495 -0.679
7 C 2.973 1.971 -0.215
8 C 3.178 3.339 0.020
9 C 2.211 4.277 -0.222
10 C 0.953 3.840 -0.695
11 C -0.100 4.725 -1.015
12 C -1.282 4.239 -1.494
13 C -1.449 2.849 -1.604
14 N -0.499 1.999 -1.283
15 C 0.721 2.465 -0.874
16 C 3.085 -1.328 0.461
17 C 2.180 -1.211 1.501
18 C 2.567 -1.592 2.783
19 C 3.847 -2.074 3.002
20 C 4.752 -2.180 1.947
21 C 4.374 -1.807 0.668
22 H 3.791 1.289 -0.042
23 H 4.146 3.647 0.396
24 H 2.378 5.333 -0.053
25 H 0.058 5.790 -0.881
26 H -2.107 4.885 -1.759
27 H -2.387 2.426 -1.932
28 H 1.185 -0.797 1.353
29 H 1.836 -1.503 3.577
30 H 4.150 -2.370 4.000
31 H 5.755 -2.553 2.124
32 H 5.065 -1.870 -0.163
33 O -0.775 -1.754 2.649
34 S -1.201 -0.277 2.820
35 O -2.658 -0.207 2.690
36 O -0.517 0.455 1.722
37 O -0.713 0.132 4.135
38 F -2.976 -1.503 -2.937
39 C -3.529 -0.771 -1.943
40 C -2.739 0.006 -1.106
41 C -3.455 0.783 -0.193
42 F -2.839 1.689 0.566
43 C -4.837 0.734 -0.074
44 F -5.483 1.504 0.817
45 C -5.568 -0.092 -0.903
46 F -6.913 -0.144 -0.808
47 C -4.908 -0.843 -1.855
48 F -5.622 -1.621 -2.699
49 N -0.830 -2.592 0.380
50 C -0.813 -3.913 0.225
51 C -0.816 -4.224 -1.132
52 C -0.824 -2.985 -1.756
53 N -0.843 -2.024 -0.831
54 H -0.860 -2.027 1.543
55 H -0.810 -4.543 1.099
56 H -0.798 -5.197 -1.594
57 H -0.793 -2.728 -2.800

Values from the calculation:
Net charge   -2
E_LUMO   4.28 eV
HOMO-LUMO gap   0.236 hartree
HOMO level   -2.129 eV

Atom charges from the Mulliken analysis, given in e for atoms 1 to 4:
1. Pt 0.7896
2. O -0.7328
3. S 1.2211
4. O -0.6387

---

Computed, not measured: a structure of composition C24H16AuN10O2Se, with the ωB97M-V functional and the def2-TZVPD basis.

CARTESIAN COORDINATES (ANGSTROEM)
1 Au -0.568 -0.056 -1.479
2 O 2.183 6.562 -0.627
3 N 2.965 5.623 -0.406
4 O 4.177 5.763 -0.158
5 C 2.442 4.266 -0.554
6 C 3.390 3.339 -0.820
7 C 2.980 2.007 -0.978
8 C 3.929 0.944 -0.876
9 C 3.549 -0.348 -1.101
10 C 2.200 -0.615 -1.352
11 N 1.296 0.404 -1.304
12 C 1.621 1.704 -1.048
13 C 0.586 2.721 -0.960
14 N -0.725 2.391 -1.109
15 C -1.625 3.339 -0.867
16 C -1.216 4.635 -0.419
17 C 0.079 4.990 -0.287
18 C 1.034 4.008 -0.590
19 H 4.442 3.553 -0.638
20 H 4.874 1.276 -0.537
21 H 4.273 -1.215 -1.034
22 H 1.878 -1.665 -1.499
23 H -2.698 3.165 -1.154
24 H -2.017 5.282 -0.079
25 H 0.396 5.942 0.014
26 N -4.521 -0.712 -1.298
27 C -3.476 0.039 -1.622
28 N -2.410 -0.737 -1.562
29 C -2.883 -1.977 -1.237
30 N -4.189 -1.982 -1.048
31 C -2.125 -3.188 -1.039
32 C -2.873 -4.145 -0.401
33 N -2.393 -5.370 -0.187
34 C -1.163 -5.554 -0.662
35 C -0.382 -4.585 -1.308
36 N -0.867 -3.363 -1.513
37 H -5.488 -0.407 -1.377
38 H -3.458 1.031 -2.075
39 H -3.823 -3.964 0.022
40 H -0.764 -6.557 -0.642
41 H 0.611 -4.895 -1.716
42 Se -1.610 0.981 1.565
43 N -2.037 -0.533 2.360
44 C -1.030 -1.250 2.837
45 C -1.025 -2.492 3.504
46 C 0.211 -3.164 3.617
47 C 1.400 -2.550 3.239
48 C 1.445 -1.377 2.603
49 C 0.243 -0.611 2.464
50 N 0.170 0.520 1.754
51 H -1.932 -3.019 3.760
52 H 0.207 -4.196 4.038
53 H 2.365 -3.058 3.488
54 H 2.352 -0.899 2.297

Values from the calculation:
Net charge   +3
E_LUMO (alpha / beta)   -11.01 / -12.98 eV
Multiplicity   3
HOMO-LUMO gap (alpha / beta)   0.242 / 0.169 hartree
HOMO level (alpha / beta)   -17.581 / -17.570 eV

Atom charges from the Mulliken analysis, given in e for atoms 1 to 4:
1. Au 0.5951
2. O -0.5595
3. N 0.9687
4. O -0.5314

---

Computed, not measured: a structure of composition C24H16Br2CoN4O6S2, with the ωB97M-V functional and the def2-TZVPD basis.

CARTESIAN COORDINATES (ANGSTROEM)
1 Co 0.490 -0.184 0.514
2 O 0.237 2.181 -3.227
3 C -0.532 3.168 -2.731
4 C -0.869 4.225 -3.576
5 C -1.624 5.285 -3.103
6 C -2.056 5.306 -1.780
7 C -1.741 4.243 -0.948
8 C -1.002 3.156 -1.405
9 C -0.702 2.004 -0.502
10 O 0.224 1.171 -0.897
11 N -1.397 1.887 0.584
12 N -0.957 0.759 1.296
13 C -1.545 0.513 2.397
14 C -1.220 -0.603 3.258
15 C -1.908 -0.716 4.477
16 C -1.665 -1.740 5.362
17 C -0.690 -2.698 5.019
18 C -0.003 -2.622 3.838
19 C -0.226 -1.567 2.908
20 O 0.425 -1.567 1.804
21 H 0.442 1.595 -2.438
22 H -0.507 4.202 -4.597
23 H -1.872 6.104 -3.769
24 H -2.619 6.150 -1.400
25 H -2.060 4.224 0.086
26 H -2.332 1.201 2.703
27 H -2.641 0.049 4.722
28 H -2.195 -1.799 6.306
29 H -0.470 -3.504 5.712
30 H 0.776 -3.331 3.583
31 Br 4.800 -1.521 -4.214
32 C 3.617 -1.399 -2.732
33 C 4.094 -1.077 -1.491
34 C 3.166 -0.898 -0.462
35 N 1.856 -1.075 -0.665
36 C 1.433 -1.516 -1.840
37 C 2.265 -1.646 -2.930
38 C -0.019 -1.933 -1.911
39 C -0.472 -2.773 -2.915
40 C -1.785 -3.207 -2.846
41 Br -2.439 -4.401 -4.167
42 C -2.606 -2.815 -1.818
43 C -2.050 -1.968 -0.870
44 N -0.796 -1.546 -0.924
45 H 5.147 -0.932 -1.296
46 H 3.462 -0.650 0.558
47 H 1.881 -1.901 -3.907
48 H 0.181 -3.104 -3.709
49 H -3.631 -3.150 -1.744
50 H -2.634 -1.610 -0.028
51 O 3.461 -0.973 2.739
52 S 3.012 0.336 3.277
53 O 1.949 0.153 4.267
54 O 4.148 1.121 3.781
55 S 2.205 1.392 1.654

Values from the calculation:
Net charge   -2
E_LUMO (alpha / beta)   3.31 / 3.31 eV
Multiplicity   2
HOMO-LUMO gap (alpha / beta)   0.146 / 0.152 hartree
HOMO level (alpha / beta)   -0.658 / -0.838 eV

Atom charges from the Mulliken analysis, given in e for atoms 1 to 4:
1. Co -0.6870
2. O -0.7825
3. C 0.1904
4. C -0.6812

---

Computed, not measured: a structure of composition C24H16BrCl5N2OW, with the ωB97M-V functional and the def2-TZVPD basis.

CARTESIAN COORDINATES (ANGSTROEM)
1 W 0.507 0.157 0.226
2 C -3.297 1.427 -2.195
3 C -1.816 1.309 -2.051
4 O -1.321 0.866 -0.997
5 N -1.030 1.691 -3.059
6 C 0.414 1.568 -2.963
7 C 1.023 2.496 -1.938
8 C 1.532 3.721 -2.324
9 C 2.113 4.565 -1.388
10 C 2.173 4.156 -0.067
11 C 1.641 2.924 0.256
12 N 1.075 2.108 -0.643
13 H -3.736 0.451 -1.992
14 H -3.604 1.769 -3.180
15 H -3.662 2.124 -1.441
16 H -1.451 2.034 -3.907
17 H 0.833 1.801 -3.939
18 H 0.671 0.528 -2.751
19 H 1.483 4.009 -3.365
20 H 2.517 5.521 -1.691
21 H 2.616 4.771 0.703
22 H 1.671 2.570 1.284
23 Br -1.213 0.913 2.000
24 C -2.266 -0.693 1.895
25 C -3.328 -0.827 2.733
26 C -4.075 -2.024 2.662
27 C -3.722 -3.003 1.779
28 C -2.610 -2.844 0.914
29 C -2.230 -3.860 0.000
30 C -1.156 -3.699 -0.828
31 C -0.409 -2.506 -0.790
32 C -0.717 -1.486 0.092
33 C -1.847 -1.654 0.957
34 H -3.598 -0.054 3.440
35 H -4.923 -2.155 3.319
36 H -4.288 -3.924 1.729
37 H -2.812 -4.773 -0.029
38 H -0.877 -4.486 -1.516
39 H 0.422 -2.413 -1.479
40 Cl 1.236 -0.449 4.013
41 C 2.377 -0.773 2.775
42 C 2.047 -0.573 1.429
43 C 3.037 -0.916 0.520
44 Cl 2.514 -0.694 -1.182
45 C 4.297 -1.402 0.791
46 Cl 5.399 -1.778 -0.452
47 C 4.594 -1.569 2.151
48 Cl 6.123 -2.163 2.589
49 C 3.636 -1.262 3.135
50 Cl 4.037 -1.496 4.776

Values from the calculation:
Net charge   +2
E_LUMO (alpha / beta)   -7.60 / -7.12 eV
Multiplicity   3
HOMO-LUMO gap (alpha / beta)   0.231 / 0.251 hartree
HOMO level (alpha / beta)   -13.881 / -13.946 eV

Atom charges from the Mulliken analysis, given in e for atoms 1 to 4:
1. W 0.4331
2. C -1.1958
3. C 0.4422
4. O -0.3569

---

Computed, not measured: a structure of composition C24H16BrCrF3O4SSb, with the ωB97M-V functional and the def2-TZVPD basis.

CARTESIAN COORDINATES (ANGSTROEM)
1 Cr 11.416 6.559 14.931
2 O 12.909 5.165 12.012
3 S 11.578 5.485 12.468
4 O 11.190 4.860 13.830
5 O 10.522 5.338 11.518
6 O 11.659 7.015 12.985
7 Br 10.668 7.307 21.505
8 C 10.821 7.090 19.632
9 C 11.626 7.953 18.821
10 C 12.007 7.542 17.567
11 C 11.386 6.442 16.964
12 C 10.453 5.679 17.639
13 C 10.176 6.020 19.007
14 H 12.064 8.834 19.202
15 H 12.746 8.074 16.993
16 H 9.974 4.795 17.151
17 H 9.473 5.452 19.602
18 F 7.517 14.223 13.328
19 C 8.110 12.952 13.171
20 C 8.311 12.220 14.371
21 C 8.997 11.002 14.246
22 C 9.345 10.556 12.988
23 C 9.129 11.251 11.828
24 C 8.468 12.505 11.893
25 Sb 9.878 8.338 12.981
26 C 10.311 8.264 10.913
27 C 9.202 8.293 10.078
28 C 9.318 8.039 8.680
29 C 10.615 7.980 8.149
30 F 10.784 7.741 6.810
31 C 11.772 8.063 8.964
32 C 11.572 8.157 10.345
33 C 7.910 7.287 12.857
34 C 7.822 6.057 12.252
35 C 6.633 5.314 12.306
36 C 5.472 5.933 12.810
37 F 4.249 5.288 12.681
38 C 5.563 7.188 13.446
39 C 6.787 7.877 13.435
40 H 7.992 12.528 15.347
41 H 9.303 10.387 15.120
42 H 9.324 10.826 10.813
43 H 8.212 13.102 11.014
44 H 8.175 8.498 10.424
45 H 8.479 7.919 8.017
46 H 12.784 8.134 8.472
47 H 12.442 8.031 10.953
48 H 8.664 5.641 11.785
49 H 6.561 4.291 11.925
50 H 4.668 7.574 13.913
51 H 6.784 8.903 13.723

Values from the calculation:
Net charge   -1
E_LUMO (alpha / beta)   2.40 / 2.40 eV
Multiplicity   5
HOMO-LUMO gap (alpha / beta)   0.262 / 0.273 hartree
HOMO level (alpha / beta)   -4.729 / -5.022 eV

Atom charges from the Mulliken analysis, given in e for atoms 1 to 4:
1. Cr 0.3496
2. O -0.6866
3. S 1.6305
4. O -0.8075

---

What energy relative to the best compared isomer or geometry (same formula, charge and spin) values result from the calculations? In sequence: 0.000 1.116 0.593 0.076 0.000 eV.
What strongest force on any atom values result from the calculations? In sequence: 0.96 3.67 0.95 0.40 2.66 eV Å⁻¹.